7
Properties=species:S:1:pos:R:3:forces:R:3 method="wB97M-V/def2-TZVPD" molar_mass_da=109.10 total_charge=0 gap_ev="8.02 / 6.27" homo_energy_ev="-10.34 / -9.35"
C -0.334876 -0.613844 2.004977 0.5395 1.4234 -3.0962
C -0.140388 0.579990 -0.654856 -0.7940 0.4539 0.0210
N -0.753535 -1.144170 2.927257 -0.5776 -0.8712 1.5893
F -1.109702 0.063959 -1.393590 1.0571 0.2992 1.3500
F -0.443028 1.791714 -0.243762 0.4184 -1.4730 -0.2871
S 1.515336 0.274337 -1.085365 -0.4722 0.2861 0.4556
H 1.266193 -0.951985 -1.554662 -0.1712 -0.1184 -0.0325